[1]
112
Properties=species:S:1:pos:R:3:forces:R:3 method="wB97M-V/def2-TZVPD" multiplicity=1 charge=+1
C 6.473966 -0.718538 3.854644 -0.3 0.2 -0.6
C 7.697317 -0.514250 2.959853 -1.0 0.2 0.7
C 7.710069 -1.228107 1.636657 0.1 0.1 0.4
O 8.671689 -1.214899 0.950333 1.0 -0.2 -0.7
O 6.605620 -1.926051 1.215282 -0.5 0.0 0.0
C 5.429791 -1.159175 0.971456 0.2 -0.2 0.0
C 4.944166 -1.441490 -0.456014 -0.3 0.5 0.3
C 3.442758 -1.301189 -0.553862 -0.8 0.0 -0.2
C 2.613712 -2.438249 -0.698985 0.0 0.4 0.1
C 3.284346 -3.779866 -0.788042 0.3 0.2 0.3
C 3.932600 -4.156009 0.530448 0.2 -0.1 -0.1
O 3.582048 -3.703859 1.580609 -0.2 0.3 0.5
C 1.213877 -2.295310 -0.728329 0.1 0.7 0.1
C 0.301970 -3.485363 -0.915017 0.3 -0.3 0.1
I 0.579483 -4.132836 -2.981584 -0.1 0.1 0.1
C 0.437964 -4.575219 0.171575 0.1 -0.5 -0.1
C 0.404291 -6.028657 -0.282750 -0.1 -0.1 0.2
C 0.671643 -1.002444 -0.599755 0.0 -0.8 0.0
C -0.812883 -0.798093 -0.569511 0.0 0.6 -0.1
C -1.367556 -0.487038 -1.972425 -0.3 -0.5 -0.2
O -2.526481 0.339491 -1.923269 0.6 0.4 0.9
C -3.503246 -0.155964 -1.105161 -0.7 0.0 -0.2
O -3.848764 -1.295863 -1.165614 0.3 -0.8 0.1
C -4.086944 0.823782 -0.141303 -0.1 0.7 -0.4
C -3.454575 0.676179 1.241041 0.4 -0.1 -0.1
N 1.491142 0.082713 -0.520564 0.0 -0.2 0.3
C 0.919932 1.450363 -0.472777 -0.2 0.5 -0.9
N 1.000403 2.095591 -1.788333 0.2 -0.2 0.3
C 2.845874 -0.035080 -0.491178 0.4 -0.7 -0.2
C 3.682776 1.200973 -0.368057 0.0 -0.2 0.2
H 5.606238 -0.252063 3.393181 -0.2 0.0 0.0
H 6.591494 -0.215362 4.805678 0.2 -0.1 0.3
H 6.214842 -1.762549 3.995476 0.2 -0.2 0.2
H 7.767849 0.547070 2.729750 0.2 0.2 -0.1
H 8.593699 -0.757806 3.517612 0.3 -0.2 -0.2
H 5.662844 -0.103548 1.072350 0.0 0.2 0.1
H 4.667919 -1.421467 1.700913 -0.1 -0.1 0.1
H 5.272989 -2.424077 -0.748598 0.1 -0.2 0.0
H 5.427242 -0.751341 -1.139316 0.1 0.0 -0.2
H 2.620447 -4.591588 -1.053420 -0.2 -0.1 -0.2
H 4.074029 -3.756172 -1.530465 0.0 -0.1 -0.3
H 4.760003 -4.878387 0.496193 0.0 -0.2 -0.2
H -0.733594 -3.203730 -0.922184 -0.2 0.2 -0.3
H -0.388789 -4.466764 0.869259 -0.2 0.3 0.0
H 1.331211 -4.415852 0.760467 0.2 0.2 0.1
H 1.301716 -6.334524 -0.811519 0.1 0.0 -0.2
H 0.319485 -6.681547 0.581402 0.0 0.0 0.2
H -0.463857 -6.229542 -0.900676 -0.1 0.0 -0.2
H -1.078975 0.023644 0.081244 0.0 0.1 0.2
H -1.301469 -1.650847 -0.129562 -0.1 -0.3 0.0
H -0.642526 0.067049 -2.555410 0.0 0.1 -0.2
H -1.608852 -1.428584 -2.460272 0.1 -0.1 -0.3
H -3.926878 1.826305 -0.532965 0.0 0.1 0.1
H -5.158771 0.676273 -0.101267 -0.2 -0.3 0.0
H -4.139301 0.950353 2.033149 -0.1 0.1 0.1
H -3.127485 -0.343199 1.429947 -0.2 -0.2 0.1
H -2.571746 1.299443 1.339928 0.1 0.2 0.1
H 1.414720 2.027612 0.298092 0.2 -0.1 0.1
H -0.124292 1.405792 -0.217234 0.0 -0.2 0.3
H 1.474911 1.511854 -2.463636 0.0 0.0 -0.1
H 1.489865 2.977981 -1.743485 0.0 0.1 0.0
H 4.648088 1.066605 -0.833877 0.2 -0.1 -0.1
H 3.872542 1.380053 0.688051 0.0 0.2 0.2
H 3.234645 2.074976 -0.811475 -0.1 0.1 0.0
C -1.824998 -0.369372 8.364060 0.0 -0.1 0.0
O -3.125177 -0.131708 7.869340 0.2 0.1 -0.1
C -3.675803 1.139721 8.183044 -0.3 0.0 0.1
C -3.576519 2.144407 7.051183 0.1 0.1 0.0
N -2.217268 2.616941 6.815658 0.1 -0.4 -0.2
C -1.955590 3.246834 5.521182 0.0 0.1 0.3
C -2.446058 2.614726 4.220727 -0.1 0.1 -0.2
O -1.741729 1.470383 3.763746 0.1 0.0 0.1
C -1.924750 0.299022 4.538216 0.1 0.0 -0.1
H -1.652637 -1.443977 8.327611 -0.1 0.0 0.0
H -1.046163 0.104992 7.755248 0.0 0.1 0.0
H -1.718164 -0.027560 9.397120 0.0 0.0 0.0
H -3.246866 1.528958 9.112058 0.1 0.0 -0.1
H -4.739228 0.969082 8.363336 0.0 0.0 0.0
H -4.202324 3.004960 7.310437 -0.1 0.0 0.0
H -4.020419 1.673793 6.166377 -0.1 0.0 0.0
H -1.562243 1.863116 6.957119 0.0 0.0 0.0
H -0.872733 3.368068 5.440099 0.0 0.1 0.0
H -2.376789 4.257666 5.560581 0.0 0.0 -0.1
H -2.286352 3.362125 3.439698 0.0 0.0 0.0
H -3.525132 2.416975 4.229311 0.0 -0.1 0.1
H -2.970011 0.152762 4.818864 0.0 0.0 0.1
H -1.293524 0.316072 5.427999 -0.1 -0.1 0.1
H -1.610479 -0.550552 3.930077 0.0 0.0 -0.1
C -2.300204 3.380890 -8.985078 0.0 -0.1 -0.1
O -1.216385 2.770940 -8.314261 -0.1 0.0 0.1
C -0.881534 3.330123 -7.056594 0.2 0.0 0.1
C -1.434817 2.556444 -5.873507 -0.2 0.0 0.1
N -2.875284 2.691672 -5.714829 -0.1 -0.3 -0.3
C -3.541556 1.685499 -4.882895 0.1 0.3 0.1
C -3.247744 0.195891 -5.050658 -0.1 -0.2 0.1
O -3.803921 -0.432390 -6.185319 0.0 0.0 0.0
C -3.240387 -0.067992 -7.429514 -0.1 -0.1 0.0
H -2.252077 3.074474 -10.028387 0.1 0.0 0.0
H -3.272494 3.058649 -8.597337 0.0 0.0 0.0
H -2.243703 4.471686 -8.931291 0.0 0.0 0.0
H -1.160083 4.388636 -7.014873 -0.1 0.0 0.0
H 0.208458 3.278556 -6.988694 0.0 0.0 0.0
H -0.950785 2.940688 -4.966446 0.0 0.0 0.0
H -1.117573 1.513731 -5.996749 0.1 0.0 0.0
H -3.320015 2.721876 -6.619648 0.0 0.0 0.0
H -4.616550 1.822605 -5.018873 0.0 0.0 0.0
H -3.325507 1.938133 -3.839053 0.0 -0.1 0.0
H -3.721097 -0.305847 -4.204531 0.0 0.0 0.0
H -2.174861 -0.034805 -4.972572 0.0 0.1 -0.1
H -2.148844 -0.025201 -7.387637 0.0 0.1 0.0
H -3.643140 0.885778 -7.776967 0.1 0.1 -0.1
H -3.526173 -0.829075 -8.154081 0.0 0.0 0.1

[2]
93
Properties=species:S:1:pos:R:3:forces:R:3 method="wB97M-V/def2-TZVPD" multiplicity=1 de_lowest_kcal_mol=29.6 charge=-2
Cd 1.387239 0.790990 1.283154 -0.2 0.0 -0.1
C 1.311230 -2.710682 2.628175 0.0 0.1 0.0
C 0.760076 -2.617899 1.238297 0.0 0.0 0.0
C 0.273956 -3.728385 0.559084 0.0 0.0 0.0
C -0.182833 -3.541496 -0.751732 0.0 0.0 0.0
C -0.139825 -2.305812 -1.341557 0.1 0.0 0.0
C 0.375298 -1.186977 -0.608070 -0.1 0.0 0.0
N 0.785310 -1.409619 0.678618 0.0 0.1 0.1
N 0.510682 0.054487 -1.035947 0.1 0.0 0.0
Si 0.222511 0.718099 -2.574311 0.0 0.0 0.1
C -1.582238 0.671695 -3.126939 0.0 0.0 0.0
C 1.195189 -0.140832 -3.960570 0.0 0.0 0.0
C 0.738205 2.522848 -2.553141 0.0 0.0 0.0
H 2.355197 -2.390517 2.635687 0.0 0.0 0.0
H 1.218722 -3.723822 3.023713 0.0 0.0 0.0
H 0.799537 -2.002736 3.284113 0.0 0.0 0.0
H 0.259725 -4.698784 1.036765 0.0 0.0 0.0
H -0.578366 -4.385440 -1.310403 0.0 0.0 0.0
H -0.504543 -2.156502 -2.350043 0.0 0.0 0.0
H -1.909896 -0.342600 -3.366654 0.0 0.0 0.0
H -1.722513 1.293164 -4.018464 0.0 0.0 0.0
H -2.236326 1.052743 -2.338321 0.0 0.0 0.0
H 0.883762 -1.180733 -4.086740 0.0 0.0 0.0
H 2.268034 -0.136732 -3.754175 0.0 0.0 0.0
H 1.039146 0.374311 -4.914359 0.0 0.0 0.0
H -0.055514 3.151991 -2.142563 0.0 0.0 0.0
H 0.971961 2.878471 -3.561971 0.0 0.0 0.0
H 1.620072 2.649756 -1.922598 0.0 0.0 0.0
C -5.128002 -1.541034 -3.708837 0.0 0.0 0.0
C -4.665355 -1.044027 -2.365968 0.0 0.0 0.0
C -5.148612 0.146623 -1.838950 0.0 0.0 0.0
C -4.674704 0.635462 -0.627455 0.0 0.0 0.0
C -3.704566 -0.067497 0.066089 0.0 0.0 0.0
C -3.211387 -1.261076 -0.445958 0.0 0.0 0.0
C -3.695266 -1.742701 -1.649035 0.0 0.0 0.0
S -3.071266 0.532548 1.626706 0.0 0.1 0.0
O -2.923231 -0.666776 2.428735 -0.1 -0.1 0.0
O -4.065453 1.484879 2.099989 0.1 0.0 0.0
N -1.647967 1.101711 1.338275 -0.1 0.0 0.0
C -1.372708 2.367559 0.926992 0.0 0.0 -0.1
C -2.294850 3.387525 0.593480 0.0 0.0 0.0
C -1.819773 4.634164 0.253837 0.0 0.0 0.0
C -0.451378 4.894720 0.244512 0.0 0.0 0.0
C 0.391553 3.843793 0.556354 -0.1 0.1 0.0
N -0.051443 2.627634 0.847411 0.0 -0.2 0.2
H -6.113423 -1.146812 -3.962076 0.0 0.0 0.0
H -5.179428 -2.630956 -3.732940 0.0 0.0 0.0
H -4.433950 -1.227126 -4.493567 0.0 0.0 0.0
H -5.905242 0.702949 -2.382701 0.0 0.0 0.0
H -5.066288 1.551882 -0.205795 0.0 0.0 0.0
H -2.449028 -1.800536 0.101800 0.0 0.0 0.0
H -3.295075 -2.668896 -2.048910 0.0 0.0 0.0
H -3.353773 3.191661 0.657544 0.0 0.0 0.0
H -2.526358 5.420352 0.007681 0.0 0.0 0.0
H -0.051765 5.871997 0.011805 0.0 0.0 0.0
H 1.468469 3.962009 0.589471 0.0 0.0 0.0
O 5.045137 0.329632 3.398704 0.0 0.0 0.0
C 3.947431 0.637934 2.946341 0.0 0.1 0.0
O 3.163991 -0.151665 2.303462 0.0 -0.1 0.0
C 3.420512 2.123798 3.121096 0.0 -0.1 0.1
O 4.060334 2.895699 3.826969 0.0 0.0 0.0
O 2.341043 2.404287 2.489702 0.0 0.1 -0.1
C 3.949121 -1.067199 -0.580569 0.0 0.0 0.0
C 3.886257 0.321364 -1.140178 -0.1 0.0 0.0
O 3.300021 1.221858 -0.579711 0.1 0.0 0.0
C 4.529558 0.606838 -2.473510 0.1 0.0 0.0
C 4.580257 1.926104 -2.915522 0.0 0.0 0.0
C 5.115552 2.228754 -4.156121 0.0 0.0 0.0
C 5.600532 1.213825 -4.971698 0.0 0.0 0.0
C 5.553938 -0.102812 -4.538113 0.0 0.0 0.0
C 5.023978 -0.403983 -3.291305 0.0 0.0 0.0
H 3.748660 -1.023563 0.492191 0.0 0.0 0.0
H 4.914012 -1.535829 -0.775818 0.0 0.0 0.0
H 3.167000 -1.665234 -1.062383 0.0 0.0 0.0
H 4.185002 2.698184 -2.269292 0.0 0.0 0.0
H 5.149599 3.257668 -4.492530 0.0 0.0 0.0
H 6.009638 1.450028 -5.946818 0.0 0.0 0.0
H 5.923607 -0.897485 -5.174510 0.0 0.0 0.0
H 4.975575 -1.433162 -2.961855 0.0 0.0 0.0
C -3.334928 -0.527316 5.534252 0.0 0.0 0.0
As -1.541944 -1.204394 5.275257 0.0 0.1 -0.1
C -1.130599 -2.012620 6.994978 0.0 0.0 0.0
C -1.728610 -2.765097 4.146691 0.0 -0.1 0.1
S -0.126687 0.209606 4.753835 0.1 0.0 0.1
H -3.967479 -1.307387 5.961665 0.0 0.0 0.0
H -3.711750 -0.210079 4.565186 0.0 0.0 0.0
H -3.272486 0.323552 6.210613 0.0 0.0 0.0
H -1.890685 -2.738955 7.287739 0.0 0.0 0.0
H -1.058708 -1.218884 7.736156 0.0 0.0 0.0
H -0.160421 -2.497740 6.902891 0.0 0.0 0.0
H -2.685976 -3.240540 4.364000 0.0 0.0 0.0
H -0.911334 -3.449302 4.373638 0.0 0.0 0.0
H -1.692678 -2.454896 3.107030 0.0 0.0 0.0

How do the records compare in electronic energy? In the order shown, they have -68775.2005, -151206.2047 eV.
How do the records compare in HOMO-LUMO gap? In the order shown, they have 6.4, 6.3 eV.
How do the records compare in LUMO? In the order shown, they have -3.82, 4.08 eV.